Entry from OMol25: the ion CH7N4S2 with charge +1 (ωB97M-V with the def2-TZVPD basis set).

Output
HOMO-LUMO gap   9.13 eV
Total charge   +1
SMILES string   N/C([NH3+])=N/N(S)S
HOMO level   -12.8 eV
F_max   4.93 eV/A

Element x y z (Å)
N -2.025 0.479 1.038
C -0.898 0.161 0.396
N -0.716 1.080 -0.866
N -0.004 -0.582 0.745
N 1.333 -0.693 0.110
S 2.664 -1.182 1.276
S 1.270 -1.399 -1.518
H -2.119 0.291 2.000
H -2.677 1.150 0.579
H -1.230 1.236 -1.677
H -0.440 1.965 -0.444
H 0.204 0.649 -1.186
H 2.299 -2.487 1.560
H 2.337 -0.668 -2.012

Partial charges, Mulliken, in e:
1 N -0.3916
2 C 0.4908
3 N -0.3574
4 N -0.1744
5 N -0.2825
6 S -0.0541
7 S -0.0931
8 H 0.2302
9 H 0.2291
10 H 0.3463
11 H 0.3752
12 H 0.2752
13 H 0.1919
14 H 0.2144

=====

Entry from OMol25: the ion C26H37N2O5 with charge +1 (ωB97M-V with the def2-TZVPD basis set).

Output
HOMO-LUMO gap   8.67 eV
Total charge   +1
SMILES string   COc1ccc(OC)c(C[N@H+]2CC[C@H](C(=O)N(C)CCc3ccc(OC)c(OC)c3)CC2)c1
HOMO level   -10.5 eV
F_max   0.74 eV/A

Element x y z (Å)
C 4.866 3.847 1.814
O 3.909 2.811 1.823
C 4.242 1.613 1.287
C 5.452 1.312 0.672
C 5.679 0.052 0.142
C 4.710 -0.938 0.214
O 4.834 -2.196 -0.312
C 6.085 -2.581 -0.839
C 3.496 -0.648 0.856
C 2.436 -1.709 0.977
N 1.326 -1.463 0.033
C 0.235 -2.444 0.130
C -1.030 -1.835 -0.482
C -0.698 -0.878 -1.647
C -0.573 0.552 -1.118
O 0.097 0.767 -0.094
N -1.184 1.541 -1.761
C -1.925 1.389 -2.994
C -1.266 2.847 -1.123
C -2.710 3.177 -0.707
C -3.427 1.979 -0.144
C -4.650 1.577 -0.654
C -5.288 0.450 -0.165
C -4.713 -0.332 0.828
O -5.262 -1.492 1.296
C -6.562 -1.842 0.882
C -3.478 0.078 1.366
O -2.753 -0.611 2.305
C -3.432 -1.313 3.330
C -2.869 1.227 0.881
C 0.595 -1.344 -2.332
C 1.787 -1.354 -1.365
C 3.272 0.613 1.374
H 4.390 4.690 2.312
H 5.135 4.136 0.793
H 5.768 3.564 2.365
H 6.235 2.049 0.595
H 6.628 -0.142 -0.330
H 5.974 -3.626 -1.123
H 6.345 -1.992 -1.723
H 6.878 -2.492 -0.092
H 2.020 -1.703 1.987
H 2.873 -2.688 0.768
H 0.874 -0.489 0.231
H 0.057 -2.684 1.179
H 0.536 -3.359 -0.386
H -1.580 -1.291 0.286
H -1.673 -2.637 -0.842
H -1.514 -0.924 -2.367
H -2.905 0.939 -2.818
H -1.371 0.792 -3.717
H -2.076 2.377 -3.423
H -0.617 2.817 -0.249
H -0.890 3.607 -1.812
H -2.669 3.973 0.038
H -3.272 3.555 -1.563
H -5.125 2.148 -1.438
H -6.240 0.172 -0.585
H -6.814 -2.740 1.444
H -6.597 -2.067 -0.189
H -7.284 -1.055 1.116
H -4.248 -0.719 3.745
H -3.826 -2.267 2.973
H -2.685 -1.490 4.104
H -1.932 1.514 1.332
H 0.829 -0.700 -3.181
H 0.419 -2.347 -2.724
H 2.455 -2.191 -1.584
H 2.361 -0.430 -1.450
H 2.341 0.850 1.863

Partial charges, Mulliken, in e:
1 C -0.9193
2 O -0.4253
3 C 0.0301
4 C -0.7162
5 C -0.9135
6 C 0.6776
7 O -0.4015
8 C -1.0104
9 C 0.5154
10 C -1.3654
11 N 0.7091
12 C -0.8577
13 C -0.5865
14 C 0.0087
15 C 0.0277
16 O -0.9530
17 N 0.3680
18 C -1.1804
19 C -0.8480
20 C -1.0612
21 C 0.6709
22 C -1.3627
23 C -0.4207
24 C 0.7973
25 O -0.3881
26 C -0.9908
27 C -0.1064
28 O -0.3972
29 C -0.9191
30 C 0.3449
31 C -1.4390
32 C -0.7140
33 C 0.0897
34 H 0.2416
35 H 0.3651
36 H 0.3777
37 H 0.4527
38 H 0.4264
39 H 0.2558
40 H 0.3727
41 H 0.4010
42 H 0.5005
43 H 0.5438
44 H 0.1070
45 H 0.5549
46 H 0.3259
47 H -0.1883
48 H 0.4968
49 H 1.3845
50 H 0.3839
51 H 0.4084
52 H 0.3409
53 H 0.2309
54 H 0.5340
55 H 0.4424
56 H 0.3655
57 H 0.3672
58 H 0.4383
59 H 0.2566
60 H 0.3570
61 H 0.3961
62 H 0.3269
63 H 0.2911
64 H 0.2792
65 H 0.3976
66 H 0.4009
67 H 0.5050
68 H 0.4370
69 H 0.4014
70 H 0.5586

=====

Entry from OMol25: a structure of composition C42H23F15GeO6PbS2 (ωB97M-V with the def2-TZVPD basis set).

Output
HOMO-LUMO gap   8.49 eV
HOMO level   -8.9 eV
F_max   0.58 eV/A

Element x y z (Å)
Pb -0.960 0.154 0.516
O -0.834 2.379 1.815
C -0.973 1.953 3.180
C 0.039 0.767 3.430
O 0.478 0.556 4.543
O 0.284 0.060 2.366
C -0.738 3.127 4.120
C -0.908 2.960 5.494
C -0.622 3.997 6.368
C -0.179 5.224 5.886
C -0.045 5.408 4.521
C -0.326 4.366 3.642
C -2.396 1.422 3.292
C -3.440 2.208 2.808
C -4.752 1.776 2.918
C -5.037 0.555 3.522
C -4.001 -0.233 4.001
C -2.682 0.197 3.887
H 0.030 2.823 1.724
H -1.256 2.012 5.882
H -0.739 3.837 7.434
H 0.052 6.032 6.570
H 0.283 6.365 4.128
H -0.241 4.549 2.578
H -3.216 3.162 2.343
H -5.559 2.397 2.544
H -6.063 0.221 3.619
H -4.215 -1.187 4.471
H -1.878 -0.428 4.268
C -2.568 2.633 -2.841
C -1.102 2.240 -2.776
C -0.475 2.147 -4.168
O -1.008 0.983 -2.116
C -0.311 3.319 -2.017
O -0.404 4.490 -2.223
O 0.543 2.747 -1.105
H -3.070 2.053 -3.617
H -2.658 3.693 -3.073
H -3.052 2.440 -1.880
H -1.091 1.508 -4.804
H 0.531 1.719 -4.110
H -0.409 3.140 -4.619
H -0.144 0.580 -2.317
F -2.406 -3.851 -0.931
C -2.224 -3.192 -2.082
C -1.016 -2.583 -2.384
C -0.966 -1.878 -3.579
F 0.163 -1.240 -3.928
C -2.023 -1.815 -4.454
F -1.930 -1.144 -5.600
C -3.197 -2.465 -4.132
F -4.225 -2.421 -4.964
C -3.306 -3.147 -2.940
F -4.448 -3.749 -2.627
Ge 0.648 -2.664 -1.300
S 1.220 -0.657 -0.724
C 2.116 -3.356 -2.427
C 3.415 -3.200 -1.965
F 3.633 -2.683 -0.748
C 4.515 -3.589 -2.696
F 5.749 -3.415 -2.226
C 4.329 -4.170 -3.932
F 5.375 -4.542 -4.651
C 3.053 -4.374 -4.414
F 2.878 -4.956 -5.597
C 1.970 -3.976 -3.658
F 0.758 -4.249 -4.160
C 0.326 -3.987 0.124
C -0.354 -3.600 1.263
F -0.861 -2.350 1.341
C -0.603 -4.452 2.312
F -1.261 -4.042 3.392
C -0.179 -5.762 2.217
F -0.411 -6.603 3.212
C 0.472 -6.202 1.083
F 0.847 -7.473 0.988
C 0.719 -5.314 0.054
F 1.332 -5.805 -1.026
S 1.556 3.781 -0.252
C 3.065 2.933 -0.566
C 3.231 2.044 -1.617
C 4.474 1.454 -1.812
C 5.538 1.763 -0.976
C 5.355 2.658 0.072
C 4.117 3.241 0.289
H 2.405 1.801 -2.274
H 4.609 0.753 -2.628
H 6.506 1.302 -1.131
H 6.178 2.894 0.734
H 3.969 3.930 1.115

Partial charges, Mulliken, in e:
1 Pb 1.4960
2 O 0.1335
3 C 1.6733
4 C -0.0710
5 O -0.6396
6 O -0.4529
7 C -0.1992
8 C -0.3659
9 C -0.8771
10 C -0.4186
11 C -0.9322
12 C -0.1379
13 C -0.3245
14 C -0.3232
15 C -1.0263
16 C -0.4076
17 C -0.9965
18 C 0.0795
19 H -0.1594
20 H 0.4253
21 H 0.3845
22 H 0.3978
23 H 0.4206
24 H 0.6001
25 H 0.4843
26 H 0.4197
27 H 0.4270
28 H 0.4528
29 H 0.5469
30 C -1.7117
31 C 1.5618
32 C -1.5685
33 O 0.0585
34 C 0.0979
35 O -0.5517
36 O 0.1593
37 H 0.3801
38 H 0.4175
39 H 0.3108
40 H 0.3711
41 H 0.3145
42 H 0.4443
43 H -0.0387
44 F -0.2918
45 C 0.4736
46 C -0.1348
47 C 0.0753
48 F -0.5208
49 C 0.2220
50 F -0.3577
51 C 0.6562
52 F -0.3122
53 C 0.1911
54 F -0.3065
55 Ge 1.0056
56 S -0.1664
57 C -0.6293
58 C 0.0437
59 F -0.3585
60 C 0.1492
61 F -0.3057
62 C 0.7490
63 F -0.2999
64 C 0.1560
65 F -0.3003
66 C 0.4568
67 F -0.3424
68 C -0.3564
69 C 0.0416
70 F 0.0000
71 C 0.0448
72 F -0.2752
73 C 0.5349
74 F -0.3039
75 C 0.0179
76 F -0.2947
77 C 0.3410
78 F -0.2940
79 S -0.2860
80 C 1.0277
81 C -0.3384
82 C -0.4623
83 C -0.6656
84 C -0.5065
85 C -0.8837
86 H 0.3585
87 H 0.4471
88 H 0.3802
89 H 0.3801
90 H 0.3861

=====

Entry from OMol25: a structure of composition C2H9N2S (ωB97M-V with the def2-TZVPD basis set).

Output
<S²>   2.01
HOMO-LUMO gap (spin up / spin down)   7.16 / 5.13 eV
Total charge   +1
2S+1   3
HOMO level (spin up / spin down)   -11.0 / -12.8 eV
F_max   3.70 eV/A

Element x y z (Å)
C 2.030 -0.792 -0.211
C 0.590 -0.867 -0.089
N -2.983 0.478 0.095
N 2.172 0.678 -0.113
S -0.691 -1.014 -1.067
H 2.591 -1.384 0.638
H 2.520 -1.095 -1.170
H 0.521 -0.322 0.885
H -2.584 1.301 0.538
H -3.741 0.890 -0.598
H -3.384 0.214 1.006
H 3.032 1.080 -0.418
H 1.993 1.075 0.815
H -2.065 -0.242 -0.311

Partial charges, Mulliken, in e:
1 C -0.0725
2 C -0.1997
3 N -0.5589
4 N -0.5078
5 S -0.2579
6 H 0.2021
7 H 0.3518
8 H 0.2254
9 H 0.3875
10 H 0.4093
11 H 0.3797
12 H 0.2197
13 H 0.1778
14 H 0.2434

=====

Entry from OMol25: the ion C13H18NS with charge +1 (ωB97M-V with the def2-TZVPD basis set).

Output
HOMO-LUMO gap (spin up / spin down)   6.72 / 6.72 eV
Total charge   +1
HOMO level (spin up / spin down)   -11.7 / -11.7 eV
F_max   4.99 eV/A

Element x y z (Å)
C 0.724 -1.143 3.040
C 0.732 -2.474 2.544
C 0.227 -0.111 2.249
C 0.657 -2.752 1.227
C -0.012 -0.334 0.887
C 0.349 -1.644 0.375
C -2.477 -0.558 -1.009
C -2.788 0.876 -0.746
C -1.346 0.460 -0.931
C 1.182 -0.487 -1.953
C 1.893 -0.382 -3.250
C 1.180 2.377 0.812
C -0.265 2.043 0.537
N -0.429 0.643 0.077
S 0.674 -1.906 -1.300
H 0.979 -1.067 4.107
H 0.903 -3.263 3.180
H -0.280 0.674 2.725
H 0.519 -3.763 0.885
H -2.623 -1.340 -0.277
H -2.679 -1.024 -2.080
H -3.275 1.380 -1.438
H -3.082 1.102 0.303
H -1.016 0.655 -1.924
H 1.026 0.496 -1.512
H 1.412 0.237 -3.980
H 2.149 -1.278 -3.655
H 2.851 0.078 -2.855
H 1.791 2.187 -0.109
H 1.200 3.490 1.042
H 1.410 1.872 1.853
H -0.593 2.765 -0.227
H -0.996 2.191 1.403

Partial charges, Mulliken, in e:
1 C -0.8055
2 C -0.6294
3 C -0.8702
4 C -0.6554
5 C 0.6851
6 C 0.7697
7 C -0.5974
8 C -0.8260
9 C -0.4938
10 C 0.3617
11 C -1.2076
12 C -0.9962
13 C -0.8710
14 N 0.3805
15 S -0.1152
16 H 0.3548
17 H 0.4978
18 H 0.5860
19 H 0.3905
20 H 0.2794
21 H 0.2067
22 H 0.3693
23 H 0.2155
24 H 0.7098
25 H 0.2893
26 H 0.3018
27 H 0.4762
28 H 0.3357
29 H 0.2370
30 H 0.3960
31 H 0.3485
32 H 0.4429
33 H 0.4336

=====

Entry from OMol25: a structure of composition C20H36Cl2CoN2O4P (ωB97M-V with the def2-TZVPD basis set).

Output
<S²>   6.07
HOMO-LUMO gap (spin up / spin down)   5.85 / 8.41 eV
2S+1   5
HOMO level (spin up / spin down)   -5.2 / -7.7 eV
F_max   4.11 eV/A

Element x y z (Å)
O 0.906 -2.684 -3.216
C 0.958 -3.471 -2.284
C -0.126 -4.248 -1.669
C -0.792 -3.710 -0.556
H -0.494 -2.731 -0.166
C -1.819 -4.412 0.031
H -2.334 -3.975 0.893
C -2.170 -5.671 -0.467
H -2.997 -6.224 -0.005
C -1.423 -6.262 -1.506
H -1.650 -7.273 -1.828
C -0.362 -5.566 -2.080
H 0.273 -5.989 -2.847
H 1.876 -3.459 -1.592
C 3.227 -1.051 -0.444
C 2.348 -0.879 0.773
H 3.757 -2.029 -0.443
H 3.980 -0.273 -0.543
H 2.659 -1.140 -1.371
C 2.011 -2.129 1.334
C 2.649 -2.501 2.626
H 1.424 -2.863 0.801
H 3.379 -3.327 2.587
H 2.015 -2.747 3.490
H 3.237 -1.634 2.959
Co 0.929 0.272 0.822
Cl -0.596 -0.971 1.780
Cl 2.701 0.780 2.032
H -4.684 -2.147 -2.325
H -3.959 0.243 -0.763
C -3.880 -2.551 -1.688
C -3.320 -0.540 -0.325
N -2.920 -1.512 -1.334
H -3.360 -3.355 -2.230
C -1.962 -1.155 -2.236
O -1.396 -0.052 -2.234
H -2.423 -0.087 0.117
H -1.724 -1.962 -2.968
H -4.322 -2.956 -0.774
H -3.875 -1.070 0.454
H 0.390 3.038 -3.020
H -0.027 0.450 -4.608
C 1.372 2.550 -3.097
C 1.028 0.371 -4.301
N 1.235 1.103 -3.057
H 2.016 2.893 -2.282
C 0.960 0.540 -1.900
O 0.935 1.242 -0.834
H 1.272 -0.684 -4.138
H 0.815 -0.542 -1.876
H 1.823 2.796 -4.060
H 1.682 0.817 -5.055
C -1.369 4.337 2.315
P 0.086 3.303 2.076
C 1.121 4.247 0.963
C 0.922 3.260 3.665
O -0.269 1.945 1.525
H -1.399 4.731 3.338
H -2.256 3.728 2.122
H -1.341 5.171 1.605
H 2.048 4.560 1.467
H 1.362 3.632 0.087
H 0.560 5.137 0.636
H 0.302 2.740 4.402
H 1.870 2.725 3.573
H 1.096 4.289 3.995

Partial charges, Mulliken, in e:
1 O -0.5212
2 C -0.2463
3 C 0.5207
4 C 0.6989
5 H 0.0491
6 C -1.0986
7 H 0.4871
8 C -0.5033
9 H 0.3891
10 C -0.5500
11 H 0.4012
12 C -0.4599
13 H 0.4581
14 H 0.2396
15 C -1.0668
16 C 1.8404
17 H 0.3631
18 H 0.2953
19 H 0.1744
20 C -0.5264
21 C -1.3812
22 H 0.2111
23 H 0.3207
24 H 0.2924
25 H 0.3345
26 Co -0.2081
27 Cl -0.5103
28 Cl -0.4634
29 H 0.3053
30 H 0.2809
31 C -1.0195
32 C -0.6756
33 N 0.5041
34 H 0.3227
35 C -0.1919
36 O -0.6481
37 H -0.0508
38 H 0.4612
39 H 0.3388
40 H 0.3366
41 H 0.2696
42 H 0.2140
43 C -0.9135
44 C -0.6979
45 N 0.3050
46 H 0.2383
47 C 0.1106
48 O -0.4319
49 H 0.2391
50 H 0.3305
51 H 0.3444
52 H 0.3831
53 C -1.3023
54 P 1.0908
55 C -0.7848
56 C -1.2186
57 O -0.4328
58 H 0.3821
59 H 0.2997
60 H 0.3878
61 H 0.3244
62 H -0.1423
63 H 0.4380
64 H 0.3152
65 H 0.3146
66 H 0.4328

=====

| no. | total energy (eV) |
| --- | --- |
| 1 | -28771.3978 |
| 2 | -40774.1430 |
| 3 | -180408.3963 |
| 4 | -16023.7770 |
| 5 | -26087.9091 |
| 6 | -104453.0304 |